Formula: C3H14NOSr
Source: the OMol25 dataset
Level of theory: wB97M-V/def2-TZVPD

Positions of all 20 atoms, in Å:
Sr  0.066  0.372  -0.323
H  0.142  -1.671  2.867
N  1.176  -1.772  -1.293
H  1.961  0.144  2.202
H  0.871  -2.656  -0.869
H  2.198  -1.752  -1.198
O  1.083  -0.128  1.888
C  0.294  -0.602  3.040
H  -1.370  1.643  1.128
H  -1.355  0.243  -2.043
H  0.282  1.678  -1.648
C  1.005  -0.313  4.344
C  -0.731  1.111  -2.389
H  -0.261  0.847  -3.339
H  -1.406  1.951  -2.559
H  1.268  0.743  4.458
H  0.347  -0.572  5.178
H  -0.677  -0.109  2.941
H  0.983  -1.853  -2.297
H  1.911  -0.920  4.454

Its net charge is -1. For the HOMO energy (spin up / spin down), the calculation gives -0.295 / -0.285 eV. As for the largest force on an atom: 5.12 eV Å⁻¹. As for the lowest unoccupied orbital energy (spin up / spin down): 2.90 / 2.90 eV. Its gap between HOMO and LUMO (spin up / spin down) is 3.194 / 3.188 eV. As for the energy above the lowest of the compared OMol25 structures with the same formula, charge and spin: 1.767 eV.

These are the Löwdin partial charges, in e, on atoms 1 to 5: 0.151, 0.095, -0.121, 0.068, -0.003


Formula: C3H14O3S
Source: the OMol25 dataset
Level of theory: wB97M-V/def2-TZVPD

Positions of all 21 atoms, in Å:
H  -0.954  -1.207  0.350
H  -1.402  -1.963  -1.256
H  -0.186  0.843  0.805
H  -0.518  2.308  -0.140
C  0.624  -2.142  -0.841
H  1.429  2.548  -2.711
O  2.312  2.730  -2.447
H  -3.788  0.112  1.697
S  -0.458  0.293  -1.509
O  1.765  0.403  2.387
H  1.498  -1.523  -1.142
C  -0.615  -1.371  -0.708
H  -2.223  0.025  1.681
O  -3.005  -0.230  1.338
C  -0.748  1.247  -0.046
H  2.445  2.201  -1.520
H  2.377  0.785  3.027
H  1.596  -0.579  2.466
H  0.879  -2.744  -0.033
H  0.773  -2.946  -1.628
H  -1.801  1.211  0.230

Its multiplicity is 2. Its net charge is -1. For the HOMO energy (spin up / spin down), the calculation gives 0.690 / -5.440 eV. As for the largest force on an atom: 5.42 eV Å⁻¹. As for the lowest unoccupied orbital energy (spin up / spin down): 3.09 / 3.04 eV. Its gap between HOMO and LUMO (spin up / spin down) is 2.401 / 8.477 eV. As for the energy above the lowest of the compared OMol25 structures with the same formula, charge and spin: 1.560 eV.

These are the Löwdin partial charges, in e, on atoms 1 to 5: 0.051, 0.078, -0.003, 0.028, -0.276


Formula: C3H14O3S2
Source: the OMol25 dataset
Level of theory: wB97M-V/def2-TZVPD

Positions of all 22 atoms, in Å:
C  -0.095  -2.656  -1.760
H  1.745  -1.333  0.519
S  0.180  -3.844  -0.384
H  0.886  -2.593  -2.231
H  2.776  -2.474  3.148
H  -0.846  -3.093  -2.416
H  -1.970  5.134  -1.139
C  2.228  -2.149  1.037
O  -1.990  2.067  -2.714
H  -2.814  2.163  -2.231
O  -2.617  5.467  -0.508
H  3.264  -1.902  0.919
H  -3.122  6.103  -1.027
H  -0.518  -1.741  -1.367
H  -1.522  3.133  1.590
C  1.904  -2.293  2.524
H  -1.403  2.786  -2.462
H  -0.117  2.553  1.865
H  1.128  -3.033  2.643
H  1.503  -1.338  2.818
O  -0.779  2.680  1.181
S  2.180  -3.635  -0.006

For the HOMO energy, the calculation gives -8.638 eV. As for the largest force on an atom: 0.99 eV Å⁻¹. As for the lowest unoccupied orbital energy: 0.40 eV. Its gap between HOMO and LUMO is 9.042 eV. As for the energy above the lowest of the compared OMol25 structures with the same formula, charge and spin: 0.650 eV.

These are the Löwdin partial charges, in e, on atoms 1 to 5: -0.447, 0.062, 0.403, 0.016, 0.072


Formula: C3H14O5
Source: the OMol25 dataset
Level of theory: wB97M-V/def2-TZVPD

Positions of all 22 atoms, in Å:
H  2.153  2.382  -1.177
O  0.189  -2.475  -1.656
C  1.213  3.059  0.767
O  -2.419  0.530  -0.904
H  -3.310  0.798  -0.683
H  -0.859  -2.296  -1.285
H  0.608  3.946  0.952
O  0.820  -2.627  1.433
H  0.543  3.283  -1.130
H  2.195  3.253  2.660
H  -0.826  0.070  0.119
C  1.895  2.592  1.850
H  0.577  -2.500  0.496
H  1.202  -1.789  1.699
O  -2.095  -2.144  -0.766
H  2.399  1.637  1.949
H  -2.473  -0.457  -0.885
O  0.119  0.093  0.288
H  0.339  -3.420  -1.719
H  -2.313  -2.904  -0.246
C  1.308  2.720  -0.603
H  0.417  0.986  0.071

Its multiplicity is 2. Its net charge is -1. For the HOMO energy (spin up / spin down), the calculation gives -4.466 / -4.466 eV. As for the largest force on an atom: 2.21 eV Å⁻¹. As for the lowest unoccupied orbital energy (spin up / spin down): 3.33 / 1.95 eV. Its gap between HOMO and LUMO (spin up / spin down) is 7.798 / 6.413 eV. As for the energy above the lowest of the compared OMol25 structures with the same formula, charge and spin: 1.194 eV.

These are the Löwdin partial charges, in e, on atoms 1 to 5: 0.065, -0.247, -0.283, -0.109, 0.017